Below is a molecular structure, C50H49AsBN10O5Sn, with properties calculated with the ωB97M-V functional and the def2-TZVPD basis.

Structure (XYZ):
```
117
Properties=species:S:1:pos:R:3:forces:R:3:lowdin_charge:R:1
Sn 7.2029 18.1350 10.0623 -0.43 -0.14 0.30 1.43
O 6.2466 11.9230 10.2179 -0.15 1.35 0.43 0.08
C 6.3420 13.2943 10.3348 1.07 -1.19 -0.42 -0.22
C 5.2554 14.1326 10.1130 -0.56 0.01 -0.24 0.07
C 5.5056 15.4725 10.1259 0.42 0.78 -0.19 -0.16
N 6.7423 15.9621 10.2876 -2.08 1.46 -0.30 0.04
C 7.7416 15.1843 10.5235 2.31 0.59 0.37 -0.24
C 7.6256 13.8414 10.5610 -0.55 -1.56 0.45 0.09
C 9.1234 15.9060 10.5878 0.58 -1.40 -1.22 -0.59
O 10.1236 15.2041 10.5915 -0.39 0.03 0.64 0.07
O 9.1168 17.1642 10.3703 -0.95 0.57 0.26 -0.12
C 4.3902 16.4754 9.8557 1.46 1.22 0.20 -0.59
O 3.2521 16.0537 9.9531 -0.46 0.42 -0.27 0.04
O 4.8616 17.6629 9.5986 -0.97 -1.19 0.16 -0.18
H 5.3021 11.7439 10.1781 -0.09 -0.40 -0.10 0.11
H 4.2112 13.9094 9.8172 0.79 -0.50 0.51 0.15
H 8.5317 13.2934 10.8084 -0.38 -0.32 -0.31 0.14
C 10.4176 19.4704 8.4909 0.05 1.24 0.05 0.00
C 9.6177 20.4703 9.2728 0.96 0.28 0.22 -0.32
C 9.7210 21.8934 9.3181 -1.09 -1.06 0.40 0.00
C 8.7995 22.2603 10.2925 0.14 -0.48 -0.21 -0.05
N 8.2163 21.1338 10.7776 -0.20 0.27 0.02 0.02
N 8.7277 20.0471 10.1573 0.10 0.48 0.02 0.00
B 7.4250 20.9468 12.1366 0.33 0.61 -0.04 -0.69
N 5.9032 20.8869 12.0359 0.10 0.10 1.43 0.00
C 5.0516 21.0934 13.0962 0.12 -0.16 -0.91 -0.08
C 3.7833 20.9865 12.5736 -1.26 0.48 1.50 -0.05
C 3.9384 20.7320 11.2234 -0.01 -0.39 0.06 -0.39
C 2.9533 20.5400 10.1565 -1.42 -1.26 -0.33 -0.04
N 5.2110 20.6288 10.9271 1.08 0.31 -1.17 0.11
N 8.0142 19.6857 12.8122 -0.05 -0.67 -0.12 -0.01
C 9.2679 19.5025 13.3276 -1.64 -1.82 -0.25 -0.05
C 9.3755 18.1519 13.6721 -1.33 0.18 -0.34 0.01
C 8.0915 17.5402 13.2806 1.94 2.60 0.74 -0.35
C 7.6643 16.1598 13.5636 -1.42 -0.61 0.87 -0.04
N 7.3140 18.4898 12.7386 0.69 0.12 0.46 0.02
N 7.7536 22.2511 12.8947 0.25 1.79 2.01 0.00
C 7.0759 23.4602 13.1208 0.88 -1.17 -0.43 -0.06
C 7.9462 24.3032 13.8001 -1.30 0.77 -0.68 -0.05
C 9.1117 23.5665 13.9834 -0.03 -0.55 0.71 -0.37
C 10.3074 24.0352 14.7570 -0.66 -0.47 0.88 -0.04
N 8.9935 22.3380 13.4901 -0.38 0.64 -0.60 0.11
H 10.2659 19.6853 7.4523 0.34 0.05 -0.74 0.07
H 11.4783 19.4521 8.7277 0.05 0.34 0.09 0.10
H 10.0472 18.5056 8.6693 -0.42 -1.29 0.34 0.04
H 10.2968 22.5203 8.6750 0.36 0.25 -0.04 0.09
H 8.5493 23.2375 10.6866 0.03 -0.21 0.02 0.12
H 5.3545 21.2724 14.1240 0.19 0.02 -0.52 0.12
H 2.8298 21.0713 13.1203 0.71 0.00 -0.36 0.12
H 3.0279 21.3439 9.4401 -0.13 0.18 -0.41 0.05
H 3.1455 19.5544 9.6661 -0.22 0.76 0.25 0.07
H 1.8981 20.5154 10.5147 0.80 0.07 -0.05 0.09
H 9.8857 20.3690 13.3711 0.49 0.05 0.29 0.09
H 10.2136 17.6998 14.2010 -0.35 -0.01 -0.34 0.10
H 8.4459 15.4779 13.3128 0.53 -0.64 -0.26 0.07
H 7.4278 15.9725 14.6417 0.41 0.49 -0.59 0.10
H 6.7208 15.8483 13.0831 0.43 0.33 -0.21 0.07
H 6.0543 23.6238 12.7845 0.36 -0.16 0.02 0.11
H 7.7764 25.3711 14.0504 0.07 -1.10 -0.09 0.11
H 10.2026 25.0735 15.0378 0.03 0.48 -0.47 0.06
H 10.4061 23.5686 15.7632 0.02 -0.31 -0.87 0.09
H 11.1655 23.8675 14.1461 0.95 0.01 -0.03 0.06
C 4.3941 13.4780 15.4398 -0.64 -0.53 0.29 -0.11
C 4.6348 14.5401 16.2856 0.14 0.26 -0.42 -0.10
C 4.4721 15.8399 15.8546 -1.10 -0.58 -2.36 -0.08
C 3.9239 16.0811 14.5420 1.38 -0.67 1.31 -0.36
C 3.6355 14.9754 13.7310 -0.11 0.51 0.35 -0.13
C 3.8766 13.6848 14.1837 -0.29 -0.62 -1.15 -0.10
As 4.0684 17.8503 13.7083 -0.56 0.55 0.82 1.38
C 4.2899 18.9554 15.3468 -1.19 0.37 -0.83 -0.33
C 5.5013 19.4155 15.7676 0.39 0.36 1.59 -0.13
C 5.6155 20.3278 16.8408 -2.70 -0.20 -1.16 -0.06
C 4.4354 20.8692 17.3585 -0.76 -0.52 -0.54 -0.07
C 3.1709 20.4556 16.8733 -0.47 -0.20 0.22 -0.02
C 3.0591 19.5232 15.8357 2.62 -0.23 0.91 -0.20
C 1.8905 19.0570 15.1481 -1.10 -0.45 -2.05 -0.20
C 0.5605 19.3654 15.4164 -0.25 -0.98 -0.57 -0.02
C -0.4463 18.8366 14.5967 1.04 0.63 -0.99 -0.08
C -0.0871 18.2831 13.3705 -0.48 -1.24 0.80 -0.10
C 1.2271 17.9504 13.0255 -0.66 0.21 1.36 -0.09
C 2.1869 18.2996 13.9632 0.06 0.24 -0.15 -0.33
H 4.4633 12.4770 15.8339 0.32 -0.22 -0.08 0.10
H 4.9974 14.3256 17.2590 0.29 0.01 0.83 0.09
H 4.7457 16.6474 16.4693 0.22 0.94 0.69 0.07
H 3.1806 15.1263 12.7582 0.19 0.03 -0.17 0.09
H 3.6683 12.8266 13.5004 0.11 0.75 0.73 0.11
H 6.3863 19.0823 15.2815 0.71 -0.35 -0.31 0.08
H 6.5310 20.7070 17.1381 1.76 0.52 0.57 0.08
H 4.4097 21.6649 18.0900 0.37 -0.12 0.22 0.10
H 2.2345 20.8236 17.3510 0.88 0.02 -0.47 0.12
H 0.2763 19.9386 16.2557 -0.10 0.50 1.00 0.09
H -1.5103 18.8885 14.7761 0.06 0.37 0.46 0.10
H -0.9198 17.8416 12.8619 -0.19 0.00 -0.87 0.09
H 1.4170 17.2906 12.1852 0.23 0.39 -0.16 0.10
C 4.9448 22.0792 7.4972 -0.23 -1.15 -0.01 0.02
N 5.6674 20.8262 7.0875 -0.10 0.88 -0.49 -0.16
C 4.8016 19.6448 7.3082 -0.22 -0.99 0.05 -0.01
C 7.0248 20.5807 7.7721 -1.33 -0.40 -0.85 -0.08
C 7.5943 19.3319 7.1757 0.78 -0.54 -0.24 -0.31
C 8.2297 19.3017 5.9391 -0.52 2.81 -0.43 -0.06
C 8.8067 18.1895 5.3661 -0.17 0.67 -0.47 -0.08
C 8.7464 17.0373 6.0643 -0.62 -1.20 1.83 -0.07
C 8.1641 17.0248 7.3375 0.39 -0.86 1.14 -0.07
C 7.5915 18.1593 7.8970 0.07 -0.80 0.76 -0.23
H 4.0213 22.1178 6.9005 0.18 -0.06 0.55 0.11
H 5.5031 22.9645 7.3020 0.78 0.48 -0.17 0.09
H 4.8025 21.9398 8.5572 -0.43 0.34 0.34 0.07
H 5.8777 20.9616 6.0973 0.00 -0.49 -0.02 0.17
H 4.7647 19.4968 8.3951 -0.23 0.04 -0.32 0.05
H 5.3601 18.7745 6.9159 -0.77 0.43 0.02 0.11
H 3.7675 19.7331 6.8863 1.12 0.18 0.23 0.13
H 6.8158 20.4804 8.8284 -0.21 0.11 0.18 0.07
H 7.5802 21.4681 7.6041 0.75 0.75 -0.19 0.12
H 8.2750 20.3163 5.4908 0.28 -0.78 -0.36 0.13
H 9.3240 18.1558 4.4252 0.00 0.56 -0.32 0.11
H 9.1759 16.1444 5.6882 0.42 -0.70 -0.31 0.10
H 8.2979 16.1545 8.0492 -0.25 0.72 -1.41 0.12
```
Forces are in eV/Å.

Total charge = 0
LUMO energy (spin up / spin down) = -0.249 / -0.594 eV
HOMO energy (spin up / spin down) = -0.247 / -0.289 Ha
Multiplicity = 2
Energy relative to the best compared isomer or geometry (same formula, charge and spin) = 37.4 kJ/mol
Strongest force on any atom = 0.0647 hartree/bohr



Below is a molecular structure, C19H61FeO32P5S2, with properties calculated with the ωB97M-V functional and the def2-TZVPD basis.

Structure (XYZ):
```
120
Properties=species:S:1:pos:R:3:forces:R:3:lowdin_charge:R:1
Fe -0.3199 2.4977 -0.6155 0.90 0.85 -0.51 0.95
S 1.2541 4.5849 -1.2707 1.28 0.46 0.96 0.32
O -0.1361 4.1572 -1.6178 -2.15 2.23 -1.57 -0.41
O 1.3815 5.7947 -0.4570 -0.89 -0.38 -0.15 -0.34
O 1.4597 3.3615 -0.4138 2.04 -0.88 1.20 -0.39
O 2.1217 4.6316 -2.4100 0.20 -0.27 -0.77 -0.30
S -0.2445 -0.0134 0.3491 0.29 1.53 0.25 0.39
O -1.3244 0.9606 0.0939 -3.70 -1.10 0.29 -0.38
O -0.1931 -0.3620 1.7619 0.40 -0.15 0.19 -0.32
O -0.3567 -1.2396 -0.4288 0.21 -0.12 -0.55 -0.32
O 0.8057 0.9468 -0.1206 2.75 -2.32 0.89 -0.37
C 0.9278 0.3814 5.0935 -1.53 -0.01 -0.61 -0.16
O 1.0221 0.9560 3.7941 0.06 -0.35 0.27 -0.14
H 0.0063 -0.2168 5.1274 0.21 -0.33 0.07 0.07
H 1.7660 -0.2661 5.3481 0.22 0.28 0.18 0.07
H 0.6930 1.1681 5.8132 0.76 0.08 0.18 0.07
H 0.5400 0.3580 3.1858 0.42 0.62 -0.02 0.02
C 1.5385 -4.0770 -1.2719 -0.81 0.91 1.52 -0.15
O 1.0800 -2.9370 -1.9831 0.26 -0.20 -0.27 -0.15
H 1.7527 -3.7990 -0.2303 0.14 0.10 0.03 0.05
H 0.7162 -4.7834 -1.1442 0.31 -0.61 -0.50 0.07
H 2.4792 -4.4808 -1.6324 -0.25 -0.14 -0.67 0.08
H 0.4297 -2.4626 -1.4228 0.58 -0.13 -0.17 0.02
C -2.4173 -3.6176 -0.4532 0.92 0.51 -0.97 -0.15
O -2.7869 -2.2912 -0.8214 -0.32 -0.10 -0.12 -0.16
H -1.7657 -3.9954 -1.2557 0.31 -0.19 0.30 0.07
H -1.8659 -3.5761 0.4883 -0.14 -0.46 0.14 0.08
H -3.2384 -4.3327 -0.4600 -0.44 0.48 0.42 0.08
H -1.9388 -1.7878 -0.8583 -0.67 -0.27 0.26 0.02
C -3.3010 -1.5991 2.8865 0.43 1.80 -0.80 -0.15
O -1.9687 -1.7243 3.3530 -0.28 -0.47 0.32 -0.15
H -3.7249 -0.6500 3.2478 -0.24 -0.22 0.41 0.07
H -3.2718 -1.4136 1.8054 -0.26 -0.63 -0.13 0.07
H -3.9758 -2.4110 3.1383 0.39 -0.31 0.14 0.07
H -1.4155 -1.1367 2.8043 -0.10 -0.25 0.03 0.02
C 3.9604 1.6221 -0.0635 -0.25 1.40 -1.02 -0.09
O 5.2195 1.1071 0.3902 0.39 -1.30 -0.09 -0.19
P 5.4956 -0.4646 0.3301 -0.07 0.71 0.18 0.38
O 6.8655 -0.8575 0.6859 -0.63 0.24 -0.05 -0.24
O 5.0530 -0.8897 -1.1599 -0.41 0.19 0.30 -0.25
C 5.3231 -2.2416 -1.5163 -0.03 -0.47 -0.15 -0.11
O 4.3966 -1.1415 1.2584 0.45 -0.23 -0.49 -0.19
C 3.0330 -1.4028 0.9204 -0.54 0.29 0.44 -0.09
H 3.5688 2.4102 0.5792 0.05 -0.62 0.64 0.09
H 3.2122 0.8699 -0.2834 -0.04 -0.04 0.25 0.05
H 4.1293 2.2102 -0.9739 0.14 -0.47 -0.18 0.10
H 6.3701 -2.2667 -1.8118 -0.04 -0.53 0.00 0.09
H 4.6603 -2.5972 -2.3097 0.09 0.71 -0.35 0.08
H 5.0874 -2.9683 -0.7315 0.44 0.35 0.42 0.08
H 2.7990 -2.3758 1.3436 -0.09 0.01 0.09 0.07
H 2.7517 -1.4138 -0.1356 0.65 0.01 -0.17 0.08
H 2.4276 -0.6215 1.3799 -0.09 -0.19 0.16 0.08
C -4.3810 2.0056 0.5267 -0.13 -0.51 0.82 -0.07
O -4.7268 2.2932 -0.8376 0.55 0.39 -0.38 -0.20
P -3.4954 2.4085 -1.8511 -0.61 -1.08 -0.13 0.44
O -2.2347 2.9038 -1.2937 -1.22 0.57 -0.20 -0.23
O -3.2933 0.9521 -2.4194 0.08 0.59 0.18 -0.18
C -4.3684 0.1222 -2.8034 -0.83 -0.77 -1.49 -0.10
O -4.1453 3.2363 -3.0514 -0.10 -0.47 0.43 -0.17
C -4.5365 4.5660 -2.7537 -0.22 1.62 0.66 -0.11
H -4.1399 2.9261 1.0565 0.20 -0.05 -0.10 0.08
H -3.5762 1.2712 0.5964 0.23 0.33 -0.11 0.08
H -5.2337 1.5402 1.0242 -0.23 0.20 -0.33 0.09
H -4.1561 -0.2431 -3.8143 0.23 0.01 0.11 0.08
H -5.3309 0.6235 -2.9297 0.15 0.36 0.47 0.09
H -4.4992 -0.7686 -2.1910 0.38 0.30 0.49 0.08
H -5.3824 4.9703 -3.3135 0.15 -0.86 -0.76 0.09
H -3.7016 5.2483 -2.9076 0.13 -0.12 0.00 0.09
H -4.9107 4.7125 -1.7352 0.43 -0.48 0.22 0.09
C 0.9775 4.6806 3.1047 0.71 -0.15 -0.28 -0.04
O -0.4049 5.1094 3.0211 -0.03 -0.41 0.29 -0.19
P -1.4002 4.3319 2.0856 -0.80 0.74 0.30 0.44
O -0.7536 3.4094 1.1482 -0.42 0.01 0.46 -0.21
O -2.4546 3.6152 3.0456 0.44 0.28 -0.68 -0.19
C -2.8060 4.1867 4.2903 -0.45 -0.72 1.41 -0.11
O -2.3003 5.4713 1.4352 0.38 -0.77 0.53 -0.19
C -1.7932 6.1340 0.2716 -0.17 0.89 -1.00 -0.08
H 1.1041 3.6338 2.8278 -0.16 0.12 -0.38 0.08
H 1.3899 4.7361 4.1122 -0.63 0.45 0.19 0.09
H 1.5197 5.3541 2.4449 0.23 -0.30 -0.08 0.09
H -1.9795 4.1269 4.9998 0.27 0.49 -0.29 0.09
H -3.5462 3.5375 4.7664 -0.13 -0.13 -0.47 0.09
H -3.2654 5.1729 4.2610 0.37 0.19 -0.44 0.09
H -2.2274 7.1361 0.2304 -0.06 -0.08 0.36 0.09
H -2.1335 5.6220 -0.6288 0.22 -0.28 0.14 0.07
H -0.7084 6.2465 0.2337 0.02 -0.33 0.20 0.07
C 2.7671 -0.2248 -3.4727 -0.69 -0.63 0.19 -0.06
O 2.2264 1.0769 -3.7500 -0.23 0.32 -0.20 -0.19
P 0.6540 1.2999 -3.7628 0.65 0.46 -1.30 0.46
O 0.0393 1.6415 -2.4843 -0.52 -0.52 -0.42 -0.21
O 0.4202 2.4276 -4.8742 0.47 -0.70 0.84 -0.19
C 1.2539 2.4042 -6.0574 0.06 -0.07 0.96 -0.07
O 0.1177 -0.0221 -4.4778 0.17 0.67 0.52 -0.19
C -0.8102 -0.9195 -3.9053 -1.24 -1.42 -0.64 -0.08
H 2.2874 -0.6261 -2.5792 0.16 -0.07 0.10 0.08
H 3.8412 -0.2059 -3.3249 -0.01 0.58 0.01 0.08
H 2.5261 -0.8989 -4.2955 0.03 0.03 -0.06 0.09
H 2.2677 2.6857 -5.7733 -0.05 0.18 -0.08 0.09
H 0.8118 3.1474 -6.7109 0.07 -0.26 -0.32 0.09
H 1.2923 1.3808 -6.4304 -0.21 0.18 -0.51 0.08
H -1.8406 -0.7448 -4.2376 0.17 0.75 0.12 0.08
H -0.8164 -1.0105 -2.8252 0.41 0.35 0.09 0.07
H -0.6268 -1.8962 -4.3610 0.50 -0.01 0.35 0.10
C -1.1295 -7.0206 1.2059 -1.66 0.05 -0.65 -0.12
O -0.0816 -7.3302 2.1092 0.01 0.93 -0.20 -0.18
P 0.9470 -6.1664 2.4683 0.31 0.12 1.62 0.40
O 1.5129 -6.2947 3.8340 -0.10 -0.03 -1.44 -0.24
O 1.9831 -6.2750 1.2531 -0.44 0.34 0.34 -0.21
C 3.3766 -6.1176 1.4254 1.22 -0.51 -0.26 -0.11
O 0.1392 -4.8144 2.2323 0.29 -1.19 0.27 -0.24
C 0.6310 -3.5721 2.7824 -0.69 0.91 -1.18 -0.06
H -0.9615 -6.1723 0.5406 0.59 -0.17 -0.02 0.07
H -2.0668 -6.7461 1.7049 0.35 -0.04 0.54 0.09
H -1.4092 -7.8919 0.6120 0.56 -0.13 0.02 0.09
H 3.8549 -6.8967 0.8253 -0.08 -0.05 0.10 0.09
H 3.7106 -6.2439 2.4551 -0.33 0.04 0.09 0.09
H 3.7873 -5.1810 1.0397 -0.58 0.26 0.07 0.08
H -0.0678 -3.1744 3.5149 0.14 -0.45 0.31 0.08
H 0.5106 -2.9073 1.9229 0.42 0.29 0.23 0.07
H 1.6641 -3.5866 3.1190 -0.05 -0.33 0.12 0.09
```
Forces are in eV/Å.

Total charge = -1
LUMO energy (spin up / spin down) = 2.122 / 2.119 eV
HOMO energy (spin up / spin down) = -0.236 / -0.235 Ha
Multiplicity = 6
Energy relative to the best compared isomer or geometry (same formula, charge and spin) = 0.0 kJ/mol
Strongest force on any atom = 0.0753 hartree/bohr



Below is a gas-phase ion, C18H22BrN2O4 (charge +1), with properties calculated with the ωB97M-V functional and the def2-TZVPD basis.

Structure (XYZ):
```
47
Properties=species:S:1:pos:R:3:forces:R:3:lowdin_charge:R:1
C 1.8890 4.8503 -3.0267 0.58 0.35 0.56 0.01
N 1.0109 4.2191 -4.0294 -0.04 0.07 -0.42 0.01
H 0.5973 4.9403 -4.6309 0.13 -0.22 0.04 0.19
H 1.5755 3.5894 -4.6166 -0.17 0.27 0.06 0.17
C -0.0667 3.3761 -3.4098 -0.41 -0.65 0.32 -0.08
C 0.5532 2.1660 -2.7724 0.11 -0.07 -0.11 -0.25
C 1.2144 1.2486 -3.5751 -0.13 0.05 0.22 -0.10
C 1.7895 0.1354 -2.9935 0.29 -0.28 0.12 -0.56
C 1.7233 -0.1115 -1.6209 -0.03 0.41 -0.35 -0.25
C 1.0800 0.8507 -0.8053 0.16 0.00 -0.13 -0.19
C 0.5016 1.9655 -1.3964 -0.01 -0.05 0.08 0.04
H -0.0112 2.6860 -0.7800 -0.06 0.08 0.13 0.12
O 1.0798 0.6249 0.5318 0.31 -0.10 -0.42 -0.09
C 0.1670 1.3305 1.3474 -0.19 0.14 0.21 -0.04
H 0.2224 0.8547 2.3247 -0.04 0.07 -0.04 0.10
H 0.4481 2.3831 1.4461 -0.01 -0.04 -0.02 0.10
H -0.8519 1.2458 0.9615 0.02 -0.01 -0.02 0.11
O 2.3338 -1.2332 -1.2096 0.01 0.22 0.14 -0.05
C 1.9358 -1.8755 -0.0200 -0.23 -0.23 0.25 -0.06
H 2.3724 -1.3851 0.8571 -0.08 -0.14 -0.13 0.14
H 2.3316 -2.8919 -0.1063 -0.07 0.12 0.05 0.15
C 0.4020 -1.9156 0.0994 0.55 -0.05 -0.03 -0.43
O -0.3060 -1.5677 -0.8225 -0.19 -0.17 -0.04 0.10
N -0.0080 -2.3351 1.3104 0.07 -0.22 0.50 0.16
C -1.3200 -2.4707 1.7949 -0.14 -0.01 0.15 -0.14
C -2.4507 -2.3002 1.0142 0.06 0.02 -0.10 -0.01
C -3.7087 -2.4576 1.5739 -0.07 -0.04 0.17 -0.08
C -3.8363 -2.7867 2.9089 -0.09 0.03 -0.12 -0.08
C -2.7114 -2.9598 3.7020 0.26 -0.03 0.12 -0.02
C -1.4478 -2.8027 3.1575 -0.06 0.05 -0.11 -0.21
O -0.2684 -2.9393 3.8434 -0.17 0.12 -0.53 -0.10
C -0.3229 -3.3329 5.1968 0.05 -0.08 0.30 -0.07
H -0.8410 -2.5886 5.8082 0.01 -0.03 -0.04 0.10
H 0.7133 -3.4084 5.5221 -0.10 -0.01 0.03 0.10
H -0.8102 -4.3050 5.3100 0.00 0.04 -0.02 0.10
H -2.8333 -3.2178 4.7413 0.04 -0.03 0.11 0.11
H -4.8137 -2.9144 3.3472 -0.09 -0.01 0.04 0.11
H -4.5853 -2.3277 0.9593 -0.08 0.01 -0.06 0.10
H -2.3393 -2.0523 -0.0279 0.02 0.00 -0.03 0.10
H 0.6878 -2.5821 2.0026 0.06 0.08 -0.16 0.15
Br 2.6894 -1.1286 -4.0736 -0.15 0.19 -0.02 0.85
H 1.2546 1.3517 -4.6495 -0.02 -0.02 -0.19 0.11
H -0.6040 3.9788 -2.6771 0.09 0.11 -0.13 0.14
H -0.7578 3.0796 -4.2022 0.10 0.19 -0.04 0.14
H 1.3164 5.5505 -2.4217 -0.11 -0.06 -0.10 0.11
H 2.3033 4.0788 -2.3799 -0.09 -0.03 -0.11 0.11
H 2.7022 5.3845 -3.5130 -0.08 -0.05 -0.12 0.11
```
Forces are in eV/Å.

Total charge = +1
LUMO energy = -3.008 eV
HOMO energy = -0.375 Ha
SMILES = C[NH2+]Cc1cc(Br)c(OCC(=O)Nc2ccccc2OC)c(OC)c1
Strongest force on any atom = 0.0171 hartree/bohr